No. 1
# C52H49BrI2MgN6O3Sb

C52H49BrI2MgN6O3Sb as an isolated structure (ωB97M-V/def2-TZVPD, the OMol25 dataset).

Its HOMO energy is -9.476 eV. Its net charge is +1. As for the LUMO energy: -2.140 eV. The spin multiplicity is 1. The energy above the lowest of the compared OMol25 structures with the same formula, charge and spin comes out at 2.6 kJ/mol. For the total energy, the calculation gives -6174.96933 Ha. The value obtained for the frontier orbital gap is 7.34 eV.

Each line ends with the Mulliken charge.
CARTESIAN COORDINATES (ANGSTROEM)
Mg 0.0573 -0.6308 1.2496  4.659
I -5.0577 0.0582 6.6542  0.084
C -3.3262 -0.1708 5.5264  -0.653
C -2.4012 -1.1486 5.8547  -0.306
C -1.2645 -1.3072 5.0759  -0.410
I 0.1037 -2.7711 5.6554  0.037
C -0.9995 -0.5185 3.9396  -0.152
O 0.0342 -0.7067 3.1610  -0.640
C -1.9453 0.5022 3.6638  0.281
C -1.6590 1.5263 2.5980  -0.716
N -1.4964 0.9830 1.2180  0.866
C -2.7729 0.5099 0.6594  -1.806
C -3.0437 -0.9235 1.0429  0.866
C -4.3438 -1.3991 1.1398  -0.854
C -4.5473 -2.7087 1.5294  -0.885
C -3.4446 -3.5026 1.8171  -1.031
C -2.1870 -2.9541 1.6754  -0.728
N -1.9809 -1.6923 1.2838  1.283
C -3.0823 0.6584 4.4423  -0.411
H -2.5616 -1.7887 6.7118  0.396
H -0.7469 2.0709 2.8375  0.137
H -2.4800 2.2499 2.5937  0.612
H -1.1667 1.7475 0.6346  -1.025
H -2.7428 0.5904 -0.4283  0.148
H -3.6025 1.1325 1.0076  0.618
H -5.1756 -0.7376 0.9303  0.601
H -5.5510 -3.1034 1.6264  0.501
H -3.5529 -4.5256 2.1505  0.543
H -1.2998 -3.5376 1.8873  0.295
H -3.7869 1.4465 4.1999  0.467
C 4.2090 -1.8243 1.5074  -0.909
O 3.2681 -0.7631 1.3992  0.029
C 3.7142 0.4986 1.5865  0.416
C 5.0165 0.8459 1.8951  -0.704
C 5.3417 2.1849 2.0875  -0.576
Br 7.1187 2.6410 2.5187  -0.189
C 4.3907 3.1682 1.9799  -1.214
C 3.0700 2.8245 1.6692  1.425
C 2.7311 1.4880 1.4677  -0.452
O 1.4591 1.0950 1.1549  0.844
C 2.0334 3.8486 1.5420  -0.186
N 0.7691 3.5592 1.3367  0.134
C 0.1042 4.7744 1.2376  0.109
C -1.2410 5.0530 1.0024  -0.184
C -1.6179 6.3795 0.9419  -0.874
C -0.6828 7.4132 1.1124  -0.479
C 0.6532 7.1513 1.3436  -1.198
C 1.0223 5.8120 1.3986  0.301
N 2.2459 5.1892 1.5945  -0.050
H 5.0165 -1.7045 0.7821  0.489
H 3.6590 -2.7345 1.2809  -0.001
H 4.6241 -1.8762 2.5156  0.406
H 5.7818 0.0915 1.9980  0.589
H 4.6713 4.1976 2.1536  0.494
H 0.8962 1.9367 1.1660  -0.039
H -1.9654 4.2571 0.8737  0.354
H -2.6543 6.6333 0.7610  0.444
H -1.0188 8.4405 1.0615  0.399
H 1.3706 7.9503 1.4761  0.434
H 3.1289 5.6456 1.7340  0.221
C 2.3565 -5.2746 2.8175  -0.845
N 1.8902 -4.3381 1.8016  0.449
C 1.9560 -4.4975 0.4359  -1.661
C 1.4412 -3.3585 -0.1019  0.176
N 1.0528 -2.5076 0.9122  0.943
C 1.3523 -3.1314 2.0417  -1.103
H 2.1440 -6.2901 2.4943  0.355
H 1.8222 -5.0781 3.7433  0.269
H 3.4263 -5.1606 2.9818  0.314
H 2.3494 -5.3908 -0.0203  0.495
H 1.3264 -3.1101 -1.1443  0.212
H 1.1840 -2.7323 3.0331  -0.029
C 3.0182 -0.5661 -2.4171  -1.134
C 2.3309 -1.6250 -3.2379  0.952
C 3.0815 -2.4787 -4.0411  -0.808
C 2.4708 -3.4281 -4.8497  -0.806
C 1.0888 -3.5282 -4.8762  -1.167
C 0.3259 -2.6833 -4.0794  -1.324
C 0.9339 -1.7458 -3.2510  0.978
Sb -0.2121 -0.3918 -2.0622  0.111
C -0.0532 1.1816 -3.5090  0.400
C -0.2355 0.8303 -4.8461  -0.291
C -0.1156 1.7755 -5.8534  -0.984
C 0.1975 3.0862 -5.5264  -0.867
C 0.3837 3.4411 -4.2000  -0.684
C 0.2606 2.5022 -3.1772  -0.002
C 0.4645 2.9321 -1.7545  -0.386
C -2.1938 -1.0058 -2.5885  1.168
C -3.0669 -0.0533 -3.1184  -0.938
C -4.4045 -0.3507 -3.3373  -1.059
C -4.8821 -1.6179 -3.0350  -0.866
C -4.0192 -2.5723 -2.5202  -0.630
C -2.6749 -2.2869 -2.2842  0.602
C -1.7829 -3.3771 -1.7555  -1.348
H 4.1014 -0.6910 -2.4415  0.547
H 2.7063 -0.5947 -1.3702  -0.171
H 2.7942 0.4335 -2.8061  0.230
H 4.1625 -2.3898 -4.0397  0.449
H 3.0765 -4.0793 -5.4681  0.418
H 0.6041 -4.2549 -5.5163  0.466
H -0.7564 -2.7563 -4.1139  0.813
H -0.4694 -0.1939 -5.1125  0.393
H -0.2612 1.4871 -6.8868  0.497
H 0.2975 3.8333 -6.3040  0.398
H 0.6295 4.4664 -3.9466  0.457
H 0.7142 3.9914 -1.6902  0.597
H 1.2630 2.3649 -1.2719  -0.023
H -0.4431 2.7834 -1.1631  -0.010
H -2.7031 0.9363 -3.3710  0.595
H -5.0662 0.4018 -3.7481  0.466
H -5.9224 -1.8655 -3.2074  0.423
H -4.3911 -3.5652 -2.2909  0.477
H -2.3554 -4.1013 -1.1757  0.548
H -1.0039 -2.9835 -1.1014  -0.366
H -1.2855 -3.9159 -2.5656  0.499

Forces on the atoms, in the same order (eV/Å):
-0.117 -0.046 -0.028
-0.071 0.009 0.048
0.122 -0.041 -0.069
-0.001 0.029 -0.030
-0.092 0.041 -0.011
0.041 -0.030 -0.025
0.023 0.010 -0.197
0.058 0.008 0.566
-0.011 0.074 0.074
-0.056 -0.116 -0.097
0.024 0.027 -0.030
0.106 -0.014 0.136
-0.001 0.008 0.025
-0.004 0.029 0.021
-0.021 -0.040 0.013
-0.023 -0.012 -0.003
0.073 0.061 -0.029
0.061 0.050 -0.274
-0.026 -0.039 -0.036
0.004 0.010 -0.017
0.119 -0.042 0.001
0.012 0.073 0.016
-0.057 0.059 0.026
0.026 -0.031 -0.061
-0.038 0.021 -0.021
0.022 -0.034 0.014
0.027 0.014 -0.003
-0.015 0.025 -0.006
0.026 -0.008 -0.008
0.024 -0.006 0.009
-0.003 0.073 -0.079
0.058 -0.010 -0.075
-0.020 -0.104 0.078
0.012 -0.053 -0.010
-0.047 -0.031 -0.010
0.052 0.016 0.006
-0.025 0.027 0.017
-0.046 0.034 -0.065
-0.108 -0.021 0.022
-0.124 0.046 -0.052
0.065 -0.056 0.015
-0.195 -0.013 -0.074
-0.036 -0.108 -0.005
-0.015 -0.007 0.012
0.006 -0.009 0.001
-0.013 0.010 -0.007
-0.007 -0.013 0.007
0.112 0.052 0.029
-0.080 0.020 -0.017
0.015 0.011 -0.004
0.138 0.109 -0.008
0.000 0.000 0.033
-0.004 0.002 -0.001
-0.001 -0.012 -0.007
0.185 -0.023 0.020
0.022 0.019 0.004
0.026 -0.005 0.008
0.005 -0.022 0.000
-0.009 -0.009 -0.007
0.032 0.017 0.002
-0.061 0.061 -0.092
-0.055 -0.082 0.014
0.048 -0.033 0.064
-0.066 0.088 0.046
0.014 -0.065 0.068
-0.087 -0.004 -0.023
0.004 -0.016 -0.002
0.008 0.016 0.018
0.022 -0.011 0.000
-0.015 0.049 0.023
0.011 0.005 0.018
0.004 -0.015 -0.091
0.082 0.028 -0.024
-0.036 -0.025 -0.049
0.002 -0.010 0.014
0.024 0.009 0.009
-0.009 0.005 0.007
0.007 0.000 -0.063
0.055 0.024 -0.033
-0.055 -0.030 -0.082
0.028 0.023 -0.043
0.018 0.032 0.006
-0.004 -0.010 -0.004
0.002 0.018 -0.018
-0.017 -0.008 0.022
-0.040 -0.002 -0.093
0.029 0.036 0.105
-0.033 -0.043 -0.044
-0.015 -0.010 0.045
0.002 0.006 0.007
0.018 -0.008 0.000
-0.013 -0.005 -0.006
-0.011 0.002 -0.047
-0.073 -0.069 0.139
-0.036 0.003 -0.013
-0.029 -0.007 0.086
-0.017 -0.040 0.021
-0.033 -0.005 -0.003
-0.019 0.018 0.021
0.009 0.022 0.010
0.118 0.089 -0.101
-0.003 -0.003 0.012
0.002 0.005 0.023
0.000 -0.021 0.021
-0.007 -0.026 -0.011
0.008 -0.018 -0.004
0.025 -0.019 0.010
-0.029 0.004 0.008
0.024 -0.005 0.000
0.018 -0.019 0.007
0.029 0.009 0.009
0.001 0.021 -0.004
-0.019 0.009 0.004
0.019 0.007 0.027
-0.084 -0.012 0.151



No. 2
# C52H50AsN2O26S

C52H50AsN2O26S as an isolated structure in a non-equilibrium geometry (ωB97M-V/def2-TZVPD, the OMol25 dataset).

Its HOMO energy is -3.415 eV. Its net charge is -1. As for the LUMO energy: -0.496 eV. The spin multiplicity is 1. For the total energy, the calculation gives -6710.91801 Ha. The value obtained for the frontier orbital gap is 2.92 eV.

Each line ends with the Mulliken charge.
CARTESIAN COORDINATES (ANGSTROEM)
C -1.7553 1.0595 2.8137  0.514
C -1.9792 -0.5084 2.5228  0.342
C -0.6184 -1.2524 2.8115  -1.046
As -0.1190 -1.3922 4.7844  -0.379
C 1.6106 -0.3288 4.5784  -0.888
C 1.6814 0.9659 5.5264  -0.681
C 1.4464 2.3030 4.7074  -0.158
C 0.4169 3.3148 5.3481  -0.445
S -1.1401 2.5468 5.9680  -0.191
C -2.4562 3.7573 5.7762  0.501
N -3.7342 3.3211 5.7676  -0.276
N -4.4986 4.4360 5.5868  -0.442
C -3.6844 5.4959 5.5179  -0.067
O -2.3420 5.1167 5.6117  -0.263
O -2.2607 -0.6803 1.1074  -0.389
C -3.6627 -0.9021 0.8716  -0.579
C -4.3516 0.5260 0.8306  1.116
C -3.7653 1.4768 -0.1291  -0.494
C -4.3043 2.8408 -0.2174  -0.753
C -5.4052 3.2208 0.6686  -0.442
C -5.9968 2.2530 1.6068  -0.597
C -5.4634 0.8882 1.7043  -0.354
H -0.8203 1.1416 3.4196  -0.912
H -1.6516 1.5523 1.8101  0.183
H -2.6548 1.4859 3.3408  0.071
H -2.8211 -0.8273 3.1922  0.203
H 0.1755 -0.7580 2.1756  0.227
H -0.7386 -2.2980 2.3978  -0.027
H -0.9519 -0.1318 5.1926  -0.079
H -1.4051 -2.3012 5.0151  0.124
H 0.6470 -2.7416 4.4189  0.098
H 0.2339 -1.6400 6.3015  0.165
H 1.8175 0.0085 3.5218  0.035
H 2.4727 -1.0024 4.8721  0.418
H 1.0305 0.8458 6.4339  0.470
H 2.7475 0.9817 5.9091  0.298
H 1.1970 2.0753 3.6409  0.228
H 2.4360 2.8405 4.6867  0.248
H 0.1087 4.0190 4.5180  -0.082
H 0.9242 3.9811 6.1066  0.630
H -4.0473 6.5318 5.3604  0.389
H -3.7511 -1.3025 -0.1741  0.026
H -4.1141 -1.5788 1.6456  0.357
H -2.9096 1.2047 -0.7855  0.576
H -3.8330 3.5531 -0.9359  0.372
H -5.8160 4.2561 0.6108  0.357
H -6.8454 2.5260 2.2740  0.345
H -5.8384 0.1139 2.4093  0.373
C 3.9315 7.9419 2.9574  -0.831
C 3.7765 6.6193 3.0753  0.334
C 2.4343 6.0105 3.3250  0.870
O 2.3363 4.8010 3.4062  -0.294
C 1.2877 6.9074 3.4666  -1.161
C 1.4443 8.2295 3.3522  0.442
C 2.7813 8.8365 3.0750  0.869
O 2.8756 10.0458 2.9602  -0.625
O 0.4041 9.0768 3.4809  -0.580
O 4.8211 5.7751 2.9739  -0.626
H 4.8962 8.3950 2.7746  0.429
H 0.3249 6.4555 3.6648  0.523
H 0.7785 9.9696 3.3546  0.341
H 4.4487 4.8787 3.0949  0.280
C 5.7313 0.8918 -0.3903  -0.922
C 6.4859 -0.0364 0.2006  -0.018
C 6.4527 -0.2478 1.6786  0.812
O 7.1455 -1.1197 2.1715  -0.638
C 5.5824 0.6161 2.4752  -0.718
C 4.8282 1.5488 1.8846  -0.166
C 4.8424 1.7409 0.4029  1.219
O 4.1273 2.5896 -0.0974  -0.637
O 4.0210 2.3569 2.5980  -0.217
O 7.3148 -0.8285 -0.5148  -0.437
H 5.7475 1.0502 -1.4600  0.730
H 5.5790 0.4656 3.5461  0.476
H 3.5851 2.9363 1.9425  0.205
H 7.7458 -1.4140 0.1380  0.309
C -4.2792 -6.7195 -0.7338  -1.090
C -4.7538 -6.0999 0.3507  0.356
C -4.0447 -4.9311 0.9562  1.064
O -4.5248 -4.3864 1.9327  -0.657
C -2.7923 -4.4955 0.3416  -0.597
C -2.3144 -5.1167 -0.7419  0.061
C -3.0366 -6.2676 -1.3624  1.005
O -2.5751 -6.7939 -2.3589  -0.592
O -1.1621 -4.7337 -1.3244  -0.579
O -5.8939 -6.4980 0.9498  -0.599
H -4.7838 -7.5647 -1.1820  0.417
H -2.2792 -3.6582 0.7997  0.580
H -1.0406 -5.3345 -2.0864  0.288
H -6.0160 -5.8893 1.7047  0.361
C -7.5431 -1.5263 -4.5290  -0.824
C -6.9834 -1.9192 -3.3807  0.149
C -5.9185 -1.1091 -2.7142  0.954
O -5.4491 -1.4934 -1.6610  -0.444
C -5.4805 0.1227 -3.3698  -0.816
C -6.0382 0.5130 -4.5193  0.428
C -7.1214 -0.2825 -5.1716  0.833
O -7.6152 0.1197 -6.2108  -0.631
O -5.6500 1.6435 -5.1443  -0.586
O -7.3525 -3.0611 -2.7705  -0.603
H -8.3156 -2.1018 -5.0202  0.424
H -4.6974 0.6908 -2.8856  0.418
H -6.2034 1.7006 -5.9463  0.336
H -6.8032 -3.1151 -1.9640  0.319
C 0.4555 -4.6247 -5.3673  -0.879
C 1.0961 -4.5201 -6.5355  0.322
C 0.6109 -5.2297 -7.7586  0.919
O 1.2142 -5.0917 -8.8075  -0.626
C -0.5784 -6.0715 -7.6377  -0.862
C -1.2171 -6.1788 -6.4681  0.261
C -0.7477 -5.4481 -5.2536  0.764
O -1.3730 -5.5625 -4.2159  -0.406
O -2.3121 -6.9492 -6.3300  -0.596
O 2.2075 -3.7701 -6.6659  -0.558
H 0.7948 -4.1147 -4.4756  0.503
H -0.9092 -6.5935 -8.5249  0.417
H -2.5823 -6.8554 -5.3942  0.339
H 2.4738 -3.8592 -7.6011  0.346
C 8.1177 -0.7414 -6.5472  -0.998
C 8.8736 -1.6717 -5.9560  0.331
C 8.8386 -1.8815 -4.4761  0.954
O 9.5297 -2.7529 -3.9809  -0.619
C 7.9685 -1.0165 -3.6813  -0.689
C 7.2157 -0.0844 -4.2721  -0.068
C 7.2293 0.1078 -5.7530  0.859
O 6.5139 0.9570 -6.2522  -0.639
O 6.4089 0.7245 -3.5544  -0.395
O 9.7010 -2.4641 -6.6654  -0.566
H 8.1323 -0.5813 -7.6166  0.415
H 7.9637 -1.1646 -2.6098  0.742
H 5.9726 1.3061 -4.2070  0.307
H 10.1292 -3.0471 -6.0091  0.354

Forces on the atoms, in the same order (eV/Å):
-0.458 -0.948 -0.523
2.067 1.439 0.629
-1.400 0.060 -1.653
-0.093 -1.158 -0.014
1.342 1.264 0.597
0.972 -0.672 -0.874
0.206 -0.158 1.037
0.355 1.513 -1.290
-0.282 0.823 0.135
-0.942 -1.187 -0.245
2.764 1.176 -0.127
1.473 2.760 0.102
-1.406 -2.205 -0.100
-1.542 -0.642 0.131
-1.459 -1.023 0.698
0.066 1.670 -0.669
-0.245 0.637 -0.252
-2.161 1.288 1.314
-0.513 -2.033 1.585
0.329 -1.773 0.128
1.612 -0.702 -1.074
1.360 1.700 -2.037
-0.985 0.267 -0.469
0.068 -0.263 0.968
1.062 -0.203 -0.386
0.670 -0.283 -0.775
-0.731 -0.340 0.637
0.219 0.799 0.623
0.006 0.410 -0.042
-0.369 0.007 -0.103
0.404 -0.125 -0.164
0.268 0.201 0.453
-0.247 -0.351 0.873
-1.044 0.423 -0.302
0.249 0.099 -0.856
-1.157 0.231 -0.136
-0.081 0.188 0.980
-1.154 -0.426 -0.068
0.248 -0.719 0.887
-0.670 -0.994 -0.443
0.930 -0.917 0.149
0.068 0.041 1.207
0.290 0.536 -0.755
-0.746 -0.014 0.749
-0.628 -0.565 0.773
0.364 -1.022 0.130
0.836 -0.009 -0.685
0.174 0.892 -0.553
-0.157 0.306 0.002
0.995 -0.048 -0.140
-0.673 0.024 0.125
0.415 0.228 -0.303
0.113 -0.272 0.006
-0.881 -0.034 0.168
0.674 0.010 -0.104
-0.356 -0.043 0.078
0.855 0.008 -0.160
-0.961 0.043 0.117
-0.017 -0.023 -0.006
0.005 0.013 0.000
-0.080 -0.042 0.007
0.148 -0.011 0.045
-0.207 0.252 -0.040
0.146 -0.049 -0.810
-0.217 0.080 0.693
0.142 -0.004 -0.401
0.246 -0.196 -0.065
-0.247 0.114 0.881
0.107 -0.120 -0.518
0.008 0.061 0.331
0.436 -0.012 -0.872
-0.165 0.059 0.883
0.004 -0.052 0.118
-0.068 -0.023 -0.023
-0.228 -0.100 0.141
-0.049 0.013 -0.040
0.158 0.023 -0.239
-0.666 -0.652 -0.079
0.627 0.569 0.092
-0.356 -0.333 -0.104
-0.221 0.106 0.259
0.696 0.612 0.115
-0.392 -0.428 -0.057
-0.046 -0.117 0.445
-0.668 -0.690 -0.027
0.575 0.573 0.050
-0.001 0.016 0.019
0.009 0.028 -0.015
-0.003 0.207 -0.105
0.007 -0.041 -0.025
-0.012 0.231 -0.252
-0.609 -0.747 -0.072
0.467 0.568 0.116
-0.355 -0.381 -0.219
0.046 -0.171 0.167
0.574 0.629 0.134
-0.414 -0.482 -0.071
0.248 0.237 0.060
-0.556 -0.643 -0.104
0.554 0.696 0.065
0.011 0.008 0.025
-0.051 0.011 0.043
0.057 0.048 0.055
-0.068 -0.039 -0.017
-0.212 -0.151 0.156
0.556 0.538 0.499
-0.417 -0.423 -0.368
0.209 0.201 0.236
0.277 0.157 -0.166
-0.661 -0.620 -0.497
0.511 0.492 0.392
0.033 0.015 -0.608
0.571 0.600 0.481
-0.544 -0.524 -0.468
-0.005 0.014 -0.026
-0.009 0.009 0.024
-0.043 -0.088 -0.036
0.024 0.057 0.070
-0.190 0.199 0.050
0.271 -0.156 -0.877
-0.225 0.154 0.625
0.104 -0.019 -0.387
0.262 -0.281 -0.003
-0.198 0.100 0.864
0.133 -0.056 -0.606
-0.040 0.029 0.340
0.258 -0.126 -1.011
-0.261 0.153 0.802
-0.001 -0.017 0.021
-0.049 0.041 -0.085
-0.027 -0.019 0.095
-0.012 0.006 -0.079